Arrangement one

2 unconnected molecules or ions with the total composition C10H16. Source: the Open Molecules 2025 dataset; level of theory: the ωB97M-V functional and the def2-TZVPD basis.

The geometry in XYZ format:
```
26
Properties=species:S:1:pos:R:3:mulliken_charge:R:1
C 2.66576 1.58400 2.92460 -0.78
C 2.09339 2.90954 2.39301 -0.73
H 3.74598 1.75846 2.88671 0.25
H 2.46184 1.38801 3.96800 0.31
H 2.38832 0.66877 2.39778 0.27
H 2.85520 3.67841 2.28759 0.35
H 1.80080 2.83445 1.34121 0.06
H 1.28564 3.29846 3.00679 0.29
C 0.28708 0.84607 -0.22379 -0.05
C 1.53512 1.06140 -1.09849 -1.52
C -0.63345 -0.26102 -0.61463 0.62
C -1.74444 -0.55301 0.21807 -0.45
C -0.43175 -0.99967 -1.80164 -0.29
C -2.43786 -1.70504 0.02004 -0.38
C -1.20134 -2.09223 -2.05337 -0.49
C -2.06153 -2.55483 -1.05196 -0.37
H 0.67746 0.69582 0.78272 0.28
H -0.24221 1.79598 -0.10591 0.42
H 2.14839 1.84862 -0.68904 0.35
H -1.85904 0.11313 1.06489 0.44
H 0.14424 -0.57251 -2.61316 0.30
H -3.29209 -1.97623 0.62147 0.43
H -1.05323 -2.68463 -2.94853 0.41
H -2.45947 -3.56371 -1.04133 0.43
H 1.23476 1.17146 -2.14940 0.43
H 2.00953 0.08568 -1.28010 0.44
```

Values from the calculation:
2S+1: 2
highest occupied orbital energy (alpha / beta): -14.22 / -14.23 eV
net charge: +1
LUMO level (alpha / beta): -4.39 / -8.15 eV

---

Arrangement two

2 unconnected molecules or ions with the total composition C10H16. Source: the Open Molecules 2025 dataset; level of theory: the ωB97M-V functional and the def2-TZVPD basis.

The geometry in XYZ format:
```
26
Properties=species:S:1:pos:R:3:mulliken_charge:R:1
C -0.02179 -1.30646 3.57567 -0.27
C 1.55136 -1.29019 3.67973 -0.98
C -0.52055 -0.34089 2.50136 -1.01
H -0.31527 -2.33403 3.39003 0.30
H -0.31954 -1.05312 4.58972 0.29
H 1.81914 -1.23455 4.73239 0.29
H -0.49286 -0.88392 1.55404 0.18
H 1.97218 -0.44316 3.14187 0.27
H 2.03702 -2.16785 3.25360 0.26
H -1.51122 -0.00257 2.75307 0.36
H 0.12809 0.52530 2.39824 0.33
C 1.93221 1.58053 -1.91511 -1.40
C -1.85487 -0.34969 -1.46771 -0.43
C -0.76157 -1.05920 -2.04732 -0.42
C -1.69198 1.03723 -1.21931 -0.29
C 0.45616 -0.47763 -2.13118 -0.46
C -0.49441 1.66172 -1.28627 -0.36
C 0.63318 0.89146 -1.74386 1.10
H -2.71925 -0.83491 -1.03006 0.45
H -0.92063 -2.02480 -2.51035 0.42
H -2.56872 1.58419 -0.88840 0.39
H 1.33745 -0.92032 -2.57028 0.39
H -0.34400 2.69871 -1.02441 0.45
H 2.32686 1.85697 -0.93263 0.35
H 1.78653 2.46700 -2.53452 0.38
H 2.68490 0.93958 -2.35930 0.41
```

Values from the calculation:
2S+1: 2
highest occupied orbital energy (alpha / beta): -13.90 / -13.90 eV
net charge: +1
LUMO level (alpha / beta): -4.61 / -8.10 eV

---

Arrangement three

2 unconnected molecules or ions with the total composition C10H16. Source: the Open Molecules 2025 dataset; level of theory: the ωB97M-V functional and the def2-TZVPD basis.

The geometry in XYZ format:
```
26
Properties=species:S:1:pos:R:3:mulliken_charge:R:1
C -1.41463 2.13397 -1.72380 -0.48
C -1.87933 0.87629 -2.45727 -0.89
C -0.07088 2.07623 -1.03330 -0.63
H -1.51134 3.07298 -2.28745 0.40
H -2.22239 2.51699 -1.07081 0.32
H -1.82259 0.01058 -1.80898 0.15
H 0.09236 2.82442 -0.25746 0.35
H -1.27537 0.81180 -3.36728 0.27
H -2.88454 1.05605 -2.81214 0.35
H 0.17282 1.08242 -0.63958 -0.12
H 0.71641 2.17543 -1.77963 0.33
C -0.66189 -0.72900 2.80782 -1.32
C 0.36184 -1.10973 1.82710 0.99
C 1.71977 -1.24571 2.15249 -0.62
C -0.04155 -1.19123 0.43938 -0.32
C 2.62936 -1.39239 1.13214 -0.39
C 0.84259 -1.71490 -0.49585 -0.42
C 2.18936 -1.78505 -0.17608 -0.31
H -0.31108 -0.62645 3.83178 0.39
H -1.46319 -1.47734 2.86169 0.36
H 2.02367 -1.15906 3.18363 0.40
H -1.02972 -0.93418 0.08118 0.54
H 3.65724 -1.14698 1.38022 0.45
H 0.48868 -2.24122 -1.37609 0.44
H 2.89681 -2.07047 -0.94739 0.43
H -1.20240 0.18654 2.53569 0.34
```

Values from the calculation:
2S+1: 2
highest occupied orbital energy (alpha / beta): -13.46 / -13.46 eV
net charge: +1
LUMO level (alpha / beta): -4.49 / -8.17 eV

---

The least stable of them is arrangement three.

---

Arrangement one

2 unconnected molecules or ions with the total composition C6H8NO. Source: the Open Molecules 2025 dataset; level of theory: the ωB97M-V functional and the def2-TZVPD basis.

The geometry in XYZ format:
```
16
Properties=species:S:1:pos:R:3:mulliken_charge:R:1
C -0.48470 0.53726 -1.21979 0.45
C -1.34122 -2.43231 -0.85270 -0.73
C -0.13877 -1.97560 -0.48192 -0.38
C 1.47334 0.13470 -0.30536 -0.39
C 0.31225 -0.64772 -0.77174 0.52
C 0.08786 2.52415 2.00425 -0.22
N 0.17907 0.75752 -0.05268 -0.19
O -1.32635 0.92432 -1.92835 -0.41
H -1.65094 -3.44113 -0.63690 0.28
H -2.04975 -1.81536 -1.38337 0.26
H 0.59451 -2.62204 -0.01402 0.35
H 1.98395 -0.20543 0.58953 0.31
H 2.11740 0.61704 -1.03401 0.25
H 1.11349 2.81592 1.87515 0.30
H -0.69120 3.06460 1.49597 0.29
H -0.17894 1.76407 2.71596 0.30
```

Values from the calculation:
highest occupied orbital energy (alpha / beta): -13.76 / -13.45 eV
net charge: +1
LUMO level (alpha / beta): -6.94 / -7.90 eV

---

Arrangement two

2 unconnected molecules or ions with the total composition C6H8NO. Source: the Open Molecules 2025 dataset; level of theory: the ωB97M-V functional and the def2-TZVPD basis.

The geometry in XYZ format:
```
16
Properties=species:S:1:pos:R:3:mulliken_charge:R:1
C -2.51037 1.59372 -0.70417 -0.62
C 3.13514 -0.54972 -0.06312 -0.57
C -1.79742 0.44715 -0.72305 -0.40
C 3.11469 -0.95967 1.07745 -0.25
C -0.40614 0.12027 -0.11668 0.79
C -0.34468 -1.13557 0.76134 -1.10
N 0.55105 0.81690 -0.48771 0.53
O 1.15644 1.72924 -0.87072 -0.29
H -2.21379 2.52175 -0.28207 0.28
H -3.58410 1.66951 -1.12716 0.25
H 3.35878 -0.23791 -1.04761 0.46
H -2.17071 -0.32377 -1.27810 0.41
H 3.06228 -1.34269 2.05252 0.43
H 0.22675 -1.98390 0.23119 0.36
H -1.43321 -1.48922 0.79654 0.38
H -0.14473 -0.87610 1.78135 0.33
```

Values from the calculation:
highest occupied orbital energy (alpha / beta): -14.47 / -14.47 eV
net charge: +1
LUMO level (alpha / beta): -7.17 / -7.17 eV

---

The least stable of them is arrangement two.

---

Arrangement one

2 unconnected molecules or ions with the total composition CH6S3. Source: the Open Molecules 2025 dataset; level of theory: the ωB97M-V functional and the def2-TZVPD basis.

The geometry in XYZ format:
```
10
Properties=species:S:1:pos:R:3:mulliken_charge:R:1
S 2.89425 2.76459 1.50228 -0.29
H 3.44151 1.54847 1.39033 0.15
H 2.95072 2.94212 0.18687 0.14
C -2.20113 -1.43929 -0.17336 -0.70
S -0.40471 -1.69432 0.04229 -0.04
S 0.45065 -0.61080 -1.43949 -0.22
H -2.56577 -1.19967 0.81261 0.26
H -2.64305 -2.34667 -0.55079 0.27
H -2.33801 -0.59936 -0.85041 0.28
H 0.41553 0.63493 -0.92032 0.15
```

Values from the calculation:
SMILES: CSS.S
highest occupied orbital energy: -9.04 eV
LUMO level: 0.52 eV

---

Arrangement two

2 unconnected molecules or ions with the total composition CH6S3. Source: the Open Molecules 2025 dataset; level of theory: the ωB97M-V functional and the def2-TZVPD basis.

The geometry in XYZ format:
```
10
Properties=species:S:1:pos:R:3:mulliken_charge:R:1
S -1.45527 2.93275 0.91043 -0.35
H -2.41720 2.57003 0.02579 0.16
H -2.12282 2.23384 1.80884 0.16
C 1.21643 -0.37709 -0.74242 -0.64
S 0.23100 -1.75301 -1.29871 -0.04
S -0.46962 -2.48573 0.50285 -0.22
H 2.12781 -0.51081 -0.16114 0.32
H 1.50375 0.08112 -1.69835 0.24
H 0.70143 0.43332 -0.22105 0.21
H 0.68449 -3.12444 0.87376 0.16
```

Values from the calculation:
SMILES: CSS.S
highest occupied orbital energy: -9.02 eV
LUMO level: 0.60 eV

---

The least stable of them is arrangement two.

---

Arrangement one

A molecular structure, C5H13O3. Source: the Open Molecules 2025 dataset; level of theory: the ωB97M-V functional and the def2-TZVPD basis.

The geometry in XYZ format:
```
21
Properties=species:S:1:pos:R:3:mulliken_charge:R:1
C 1.09134 0.29783 1.33450 -0.59
O 0.79930 -0.69408 2.28358 -0.46
C 1.52923 -0.27067 -0.01608 -0.57
C 1.15627 0.57771 -1.22402 -0.56
C -0.34477 0.62140 -1.61735 -0.50
C -1.27374 -0.37963 -0.96576 0.10
O -2.64752 0.01813 -1.09185 -0.56
H 0.22359 0.93627 1.19570 0.32
H 1.88469 0.90875 1.79696 0.41
H 2.62511 -0.29386 0.00399 0.39
H 1.22912 -1.31169 -0.13809 0.36
H 1.72461 0.14553 -2.05680 0.31
H 1.53338 1.57905 -1.08254 0.30
H -0.69551 1.62307 -1.41060 0.25
H -0.48793 0.55310 -2.70604 0.34
H -1.21042 -1.35696 -1.43538 0.27
H -1.03830 -0.55522 0.08285 -0.18
H -2.91738 0.43031 -0.25791 0.30
H -1.49028 -0.47846 2.96238 0.30
H -0.30655 -1.16242 2.02701 0.43
O -1.38422 -1.18816 2.31545 -0.66
```

Values from the calculation:
2S+1: 2
highest occupied orbital energy (alpha / beta): -10.22 / -10.21 eV
LUMO level (alpha / beta): 0.75 / -2.70 eV

---

Arrangement two

A molecular structure, C5H13O3. Source: the Open Molecules 2025 dataset; level of theory: the ωB97M-V functional and the def2-TZVPD basis.

The geometry in XYZ format:
```
21
Properties=species:S:1:pos:R:3:mulliken_charge:R:1
C 4.27545 -1.22160 0.39818 -0.56
O 3.84259 0.00184 -0.07209 -0.55
H 3.94903 -2.05007 -0.25703 0.22
H 5.38062 -1.18511 0.40005 0.22
H 3.92441 -1.40738 1.42718 0.22
C 1.96990 0.24166 -0.25851 -0.38
H 2.15029 1.26474 -0.61547 0.18
H 1.81906 0.12023 0.82910 0.28
H 1.91579 -0.54642 -1.03261 0.29
O 0.05383 0.57965 -0.47939 -0.25
C -0.85093 -0.41884 -0.18710 -0.39
C -2.28282 0.00286 -0.41697 -0.49
O -2.64001 0.96547 0.54020 -0.29
C -3.95154 1.44396 0.38832 -0.70
H -0.70503 -0.75296 0.85925 0.31
H -0.61448 -1.30294 -0.81451 0.37
H -2.93820 -0.88444 -0.33895 0.37
H -2.39002 0.41193 -1.43778 0.33
H -4.68762 0.62517 0.47490 0.29
H -4.13373 2.17698 1.18467 0.24
H -4.08660 1.93530 -0.59144 0.30
```

Values from the calculation:
2S+1: 2
highest occupied orbital energy (alpha / beta): -8.38 / -8.31 eV
LUMO level (alpha / beta): 0.70 / -2.65 eV

---

The least stable of them is arrangement two.